H4N2O2P | ωB97M-V with the def2-TZVPD basis set

Its net charge is -1. The value obtained for the HOMO energy is -4.034 eV. The value obtained for the energy above the lowest of the compared OMol25 structures with the same formula, charge and spin is 5.0912 eV.

Last column: Löwdin charge in e.
Element x y z (Å)
N  0.412  -0.304  -0.640  -0.192
N  -0.468  -0.532  0.359  -0.318
O  -0.205  2.038  0.481  -0.460
O  -1.971  0.930  1.909  -0.460
P  -1.198  0.918  0.638  0.112
H  0.660  0.738  -0.695  0.068
H  1.094  -1.108  -0.777  0.098
H  0.401  -0.738  1.760  0.151
H  -2.020  0.843  -0.462  0.001

Force components x, y, z for each atom (eV/Å):
1.63 -0.38 -1.51
3.07 -3.08 2.84
0.28 -0.15 -0.97
-0.50 -0.58 -0.15
-0.98 3.10 2.95
0.55 -1.81 0.27
-1.27 2.02 0.07
-2.13 0.80 -2.71
-0.65 0.08 -0.79